1.
Below is a structure of composition C27H26AsBrIrN6O7PS, with properties calculated with the ωB97M-V functional and the def2-TZVPD basis.

Output
Relative energy (zero: lowest compared OMol25 entry of this formula, charge and spin) (kJ/mol): 0.00
HOMO level (alpha / beta) (Eh): -0.4017 / -0.4020
Charge: +1
Gap between HOMO and LUMO (alpha / beta) (eV): 6.414 / 5.012
⟨S²⟩: 0.837
Multiplicity: 2

Element x y z (Å)
Ir1 0.5301 -1.3782 0.5155
O1 1.9829 -2.8909 3.6118
As1 0.4175 -2.1004 3.7936
O2 0.3093 -1.3758 5.2367
O3 0.3746 -1.0083 2.4816
C1 -0.9048 -3.4973 3.6246
C2 -1.4771 -3.8405 4.8412
C3 -2.4243 -4.8568 4.9133
C4 -2.8058 -5.5355 3.7711
C5 -2.2520 -5.1952 2.5434
C6 -1.3112 -4.1807 2.4759
S1 -0.7531 -3.7476 0.8637
O4 -1.3699 -2.4212 0.5245
O5 -1.0638 -4.8098 -0.0265
O6 0.7221 -3.4021 0.9782
H1 2.3654 -2.9902 4.4947
H2 -1.1752 -3.2983 5.7287
H3 -2.8586 -5.1132 5.8701
H4 -3.5371 -6.3303 3.8246
H5 -2.5392 -5.7137 1.6398
Br1 -7.7174 6.4489 -5.3099
C7 -6.2059 5.5422 -4.6830
C8 -5.9562 4.2425 -5.1319
C9 -4.8517 3.5686 -4.6711
C10 -3.9851 4.1944 -3.7568
C11 -4.2482 5.5000 -3.3195
C12 -5.3551 6.1760 -3.7814
N1 -2.8762 3.5843 -3.2068
N2 -2.5309 2.4769 -3.7083
C13 -1.7283 1.6148 -3.0780
C14 -1.2567 0.5482 -3.9042
C15 -0.5116 -0.4875 -3.4436
C16 -0.1816 -0.5483 -2.0616
O7 0.4788 -1.4955 -1.5557
C17 -0.5980 0.5632 -1.2025
N3 -0.1768 0.4682 0.0818
C18 -0.4980 1.4063 0.9588
C19 -1.2396 2.5196 0.5659
C20 -1.6746 2.6378 -0.7341
C21 -1.3556 1.6338 -1.6690
H6 -6.6305 3.7792 -5.8378
H7 -4.6348 2.5650 -5.0082
H8 -3.5630 5.9635 -2.6222
H9 -5.5668 7.1840 -3.4554
H10 -1.5396 0.6026 -4.9474
H11 -0.1735 -1.2889 -4.0852
H12 -0.1731 1.2343 1.9775
H13 -1.4812 3.2749 1.2997
H14 -2.2594 3.4895 -1.0403
C22 5.6278 -0.8374 -0.1575
N4 5.2267 -1.3148 1.1636
C23 5.2811 -0.2016 2.1104
N5 4.4878 0.9591 1.6979
C24 4.9068 1.3674 0.3576
N6 4.8342 0.2971 -0.6385
C25 3.4525 -0.0917 -0.9185
P1 2.6505 -0.7082 0.6163
C26 3.9072 -1.9418 1.1345
C27 3.0542 0.6779 1.7502
H15 5.5580 -1.6571 -0.8740
H16 6.6683 -0.5149 -0.1015
H17 6.3203 0.1169 2.2008
H18 4.9366 -0.5422 3.0875
H19 5.9441 1.6995 0.4151
H20 4.2939 2.2092 0.0294
H21 3.4315 -0.8752 -1.6798
H22 2.9017 0.7680 -1.3124
H23 3.9017 -2.7693 0.4206
H24 3.6323 -2.3466 2.1082
H25 2.7439 0.4217 2.7649
H26 2.4997 1.5715 1.4492

These are the Löwdin partial charges, in e, on atoms 1 to 6: Ir 1.23; O -0.25; As 0.91; O -0.42; O -0.60; C -0.23



2.
Below is a structure of composition C8H28CaN9O11 in a non-equilibrium geometry, with properties calculated with the ωB97M-V functional and the def2-TZVPD basis.

Output
Relative energy (zero: lowest compared OMol25 entry of this formula, charge and spin) (kJ/mol): 0.00
HOMO level (Eh): -0.4182
Charge: +1
Gap between HOMO and LUMO (eV): 9.435

Element x y z (Å)
Ca1 0.4152 -0.6200 -0.0508
N1 1.3825 -3.2969 -1.2570
O1 1.6178 -4.4406 -1.5733
O2 0.6695 -2.6005 -2.0962
O3 1.7651 -2.7798 -0.2166
C1 -0.1376 0.6745 -2.9219
O4 -0.5401 0.6108 -1.7370
N2 0.3046 1.8502 -3.4768
N3 -0.1567 -0.4366 -3.7082
H1 0.6547 2.0406 -4.4010
H2 0.0780 2.6152 -2.8871
H3 -0.6066 -1.2646 -3.3493
H4 0.0261 -0.3389 -4.6949
C2 3.4479 -0.1639 -1.5956
O5 2.2710 0.0603 -1.2225
N4 4.1968 -0.9564 -0.9093
N5 3.9344 0.3103 -2.6897
H5 5.1777 -1.2191 -1.0663
H6 3.7690 -1.4132 -0.1371
H7 4.9341 0.2601 -2.8292
H8 3.6020 1.1795 -3.0048
C3 -3.7288 2.2085 1.8132
O6 -2.4676 2.3983 1.9950
N6 -4.2287 1.1849 0.9983
N7 -4.7965 2.8891 2.3539
H9 -4.9681 1.5670 0.4099
H10 -3.5653 0.5783 0.4779
H11 -4.4602 3.6836 2.8729
H12 -5.6835 2.8651 1.8668
C4 -2.4011 -2.6051 -0.9656
O7 -1.7234 -1.5897 -0.7843
N8 -1.8568 -3.6085 -1.7160
N9 -3.6727 -2.8186 -0.5055
H13 -2.0784 -4.5798 -1.5606
H14 -1.0250 -3.3026 -2.2018
H15 -4.1801 -3.4902 -1.0447
H16 -4.3007 -2.0992 -0.0591
C5 0.2504 -1.1610 3.3755
C6 1.5319 -1.7337 2.6844
O8 2.0522 -0.7084 1.8711
O9 -0.6702 -0.8794 2.3415
H17 0.5226 -0.2367 3.9875
H18 -0.1217 -1.9266 4.0832
H19 1.1932 -2.4832 1.9199
H20 2.1960 -2.0121 3.4278
H21 2.0113 0.1889 2.1663
H22 -1.2320 -0.2163 2.6747
C7 1.6129 3.2613 1.6953
C8 0.4551 2.8775 0.7582
O10 -0.1524 1.6791 1.3520
O11 2.4599 2.0857 1.7590
H23 1.3257 3.5917 2.6919
H24 2.1970 4.0608 1.1214
H25 0.8321 2.5394 -0.2267
H26 -0.2331 3.6938 0.6203
H27 -1.1663 1.7372 1.3658
H28 3.2668 2.2904 2.2053

These are the Löwdin partial charges, in e, on atoms 1 to 6: Ca 1.48; N -0.56; O 0.07; O -0.14; O -0.09; C -0.61



3.
Below is a structure of composition C30H26LiN2O3P2, with properties calculated with the ωB97M-V functional and the def2-TZVPD basis.

Output
Relative energy (zero: lowest compared OMol25 entry of this formula, charge and spin) (kJ/mol): 0.00
HOMO level (Eh): -0.1461
Charge: -1
Gap between HOMO and LUMO (eV): 6.639

Element x y z (Å)
Li1 2.0829 0.7477 -1.0681
C1 2.1462 0.8746 2.0972
P1 0.7274 1.8678 1.4340
C2 -0.5388 1.8033 2.7622
C3 -0.3308 1.3771 4.0704
C4 -1.3804 1.3316 4.9798
C5 -2.6572 1.7165 4.5968
C6 -2.8807 2.1420 3.2937
C7 -1.8330 2.1705 2.3857
C8 1.3287 3.6071 1.5990
C9 2.4001 3.9773 0.7794
C10 2.8344 5.2904 0.7060
C11 2.1962 6.2728 1.4546
C12 1.1365 5.9231 2.2769
C13 0.7056 4.6026 2.3496
C14 1.9450 -0.5114 1.5357
C15 1.7343 -1.7330 2.1560
C16 1.4227 -2.6452 1.1158
C17 1.4826 -1.9190 -0.0650
C18 1.1090 -2.3318 -1.4589
P2 -0.5779 -1.6211 -1.8162
C19 -0.7915 -2.0193 -3.6039
C20 -1.7375 -2.8832 -4.1522
C21 -1.8658 -3.0152 -5.5311
C22 -1.0470 -2.2916 -6.3844
C23 -0.0988 -1.4261 -5.8518
C24 0.0192 -1.2844 -4.4782
C25 -1.6317 -2.8771 -0.9814
C26 -1.4815 -4.2560 -1.1346
C27 -2.2744 -5.1421 -0.4214
C28 -3.2302 -4.6619 0.4669
C29 -3.3868 -3.2948 0.6347
C30 -2.5910 -2.4114 -0.0854
N1 1.7664 -0.6091 0.1882
H1 2.2102 0.8823 3.1829
H2 3.0646 1.3292 1.7141
H3 0.6554 1.0717 4.3939
H4 -1.1971 0.9903 5.9915
H5 -3.4748 1.6737 5.3057
H6 -3.8759 2.4350 2.9821
H7 -2.0149 2.4782 1.3612
H8 2.9056 3.2308 0.1740
H9 3.6553 5.5413 0.0463
H10 2.5194 7.3049 1.3884
H11 0.6388 6.6835 2.8687
H12 -0.1210 4.3488 3.0020
H13 1.8065 -1.9460 3.2139
H14 1.1923 -3.6971 1.2205
H15 1.1098 -3.4153 -1.5710
H16 1.8020 -1.9079 -2.1909
H17 -2.3894 -3.4547 -3.5038
H18 -2.6099 -3.6890 -5.9398
H19 -1.1508 -2.3938 -7.4577
H20 0.5406 -0.8476 -6.5073
H21 0.7473 -0.5859 -4.0736
H22 -0.7348 -4.6423 -1.8198
H23 -2.1437 -6.2099 -0.5513
H24 -3.8416 -5.3542 1.0326
H25 -4.1211 -2.9145 1.3343
H26 -2.6972 -1.3423 0.0600
O1 1.9673 1.8531 -2.5953
N2 3.2246 1.9306 -2.3958
O2 3.8378 2.9729 -2.5961
O3 3.7925 0.9035 -1.9197

These are the Löwdin partial charges, in e, on atoms 1 to 6: Li 0.54; C -0.28; P 1.09; C -0.38; C -0.08; C -0.09



4.
Below is a structure of composition C20H23I3N4NiO2S, with properties calculated with the ωB97M-V functional and the def2-TZVPD basis.

Output
Relative energy (zero: lowest compared OMol25 entry of this formula, charge and spin) (kJ/mol): 0.00
HOMO level (alpha / beta) (Eh): -0.4866 / -0.4866
Charge: +2
Gap between HOMO and LUMO (alpha / beta) (eV): 5.741 / 5.737

Element x y z (Å)
Ni1 -0.1287 0.8068 1.3805
I1 4.5586 -1.5175 3.9858
C1 3.7407 -0.2192 2.5923
C2 4.5355 0.5623 1.7630
C3 3.9252 1.4039 0.8456
C4 2.5471 1.4516 0.7837
N1 1.7839 0.6913 1.5826
C5 2.3646 -0.1297 2.4681
H1 5.6142 0.5122 1.8297
H2 4.5142 2.0182 0.1793
H3 2.0292 2.0963 0.0877
H4 1.7114 -0.7309 3.0853
C6 -0.9681 5.1352 1.4177
S1 -0.4300 3.7798 2.4371
C7 1.1285 4.4329 3.0009
O1 -0.0339 2.7043 1.4013
H5 -1.1047 6.0029 2.0639
H6 -1.9220 4.8631 0.9706
H7 -0.2175 5.3287 0.6529
H8 0.9169 5.2573 3.6827
H9 1.7153 4.7713 2.1483
H10 1.6415 3.6397 3.5418
I2 -2.5202 1.1846 0.5024
I3 -4.0087 -0.9858 0.8480
C8 -4.4135 0.1534 -3.3048
C9 -3.0300 -0.4134 -3.1379
C10 -1.8945 0.3615 -3.3551
C11 -0.6218 -0.1694 -3.2138
C12 -0.4509 -1.5043 -2.8581
N2 0.8789 -1.9876 -2.7565
C13 1.3490 -3.1883 -2.2683
O2 2.2651 -3.7818 -2.7755
N3 0.7582 -3.7046 -1.0994
C14 0.2718 -3.0550 0.0169
C15 -0.2264 -3.8064 1.0867
C16 -0.7148 -3.1728 2.2109
C17 -0.7174 -1.7909 2.2655
N4 -0.2191 -1.0738 1.2524
C18 0.2768 -1.6695 0.1624
C19 -1.5747 -2.2968 -2.6473
C20 -2.8405 -1.7476 -2.7882
H11 -4.3852 1.1466 -3.7491
H12 -4.9331 0.2281 -2.3450
H13 -5.0229 -0.4856 -3.9440
H14 -2.0039 1.3941 -3.6649
H15 0.2479 0.4472 -3.4129
H16 1.5141 -1.6263 -3.4531
H17 1.0314 -4.6677 -0.9649
H18 -0.2295 -4.8882 1.0274
H19 -1.1058 -3.7431 3.0415
H20 -1.1131 -1.2500 3.1151
H21 0.6872 -1.0261 -0.5985
H22 -1.4723 -3.3511 -2.4320
H23 -3.7041 -2.3900 -2.6607

These are the Löwdin partial charges, in e, on atoms 1 to 6: Ni 0.23; I 1.00; C -0.71; C -0.08; C -0.01; C -0.09



5.
Below is an isolated molecule of C18H21NO2, with properties calculated with the ωB97M-V functional and the def2-TZVPD basis.

Output
Relative energy (zero: lowest compared OMol25 entry of this formula, charge and spin) (kJ/mol): 155.53
HOMO level (Eh): -0.2830
Charge: 0
Gap between HOMO and LUMO (eV): 8.562

Element x y z (Å)
C1 1.5073 -1.5544 -5.1480
O1 0.3484 -1.6505 -4.3614
C2 0.2705 -0.8906 -3.2303
C3 1.2496 -0.0165 -2.7903
C4 1.0681 0.7145 -1.6231
C5 -0.0975 0.5682 -0.8908
C6 -1.0819 -0.3148 -1.3135
C7 -0.9166 -1.0412 -2.4800
O2 -1.8226 -1.9268 -2.9879
C8 -3.0155 -2.1355 -2.2772
C9 -0.1719 1.3425 0.3895
N1 1.0717 1.0970 1.1020
C10 1.0256 1.4986 2.4920
C11 0.0366 0.6706 3.2684
C12 -0.0801 -0.6899 3.0083
C13 -0.9779 -1.4645 3.7189
C14 -1.7651 -0.8908 4.7042
C15 -1.6517 0.4622 4.9711
C16 -0.7578 1.2391 4.2538
C17 2.2459 1.6093 0.4129
C18 2.0618 1.7115 -1.1112
H1 1.3539 -2.2378 -5.9819
H2 2.4007 -1.8589 -4.5918
H3 1.6510 -0.5396 -5.5354
H4 2.1644 0.1095 -3.3481
H5 -1.9742 -0.4233 -0.7172
H6 -2.8248 -2.5289 -1.2728
H7 -3.6062 -1.2161 -2.1987
H8 -3.5743 -2.8727 -2.8518
H9 -1.0007 0.9934 1.0080
H10 -0.3269 2.4203 0.1857
H11 2.0237 1.3325 2.9145
H12 0.7900 2.5742 2.6091
H13 0.5319 -1.1234 2.2322
H14 -1.0645 -2.5202 3.5058
H15 -2.4658 -1.4960 5.2608
H16 -2.2636 0.9163 5.7371
H17 -0.6769 2.2970 4.4629
H18 3.0713 0.9235 0.6372
H19 2.5286 2.6064 0.7946
H20 1.6881 2.7122 -1.3538
H21 3.0274 1.5936 -1.6040

These are the Löwdin partial charges, in e, on atoms 1 to 6: C -0.09; O -0.07; C -0.19; C 0.04; C -0.18; C -0.16